Record 1
# C55H64N2O4P3PbSSe

C55H64N2O4P3PbSSe as an isolated structure (wB97M-V/def2-TZVPD, the Open Molecules 2025 dataset).

Max |F|   0.45 eV Å⁻¹
E_LUMO   -0.0723 Eh
Frontier orbital gap   7.3 eV
Total charge   +1
HOMO   -0.340 Eh
Electronic energy   -178539.0205 eV
Relative energy (zero: lowest compared OMol25 entry of this formula, charge and spin)   12.6 kcal per mole

Cartesian coordinates (Å):
Pb  0.304  -0.493  0.677
C  -0.907  -0.166  -8.019
S  -2.342  0.635  -7.273
C  -3.034  -0.755  -6.328
C  -2.847  -0.636  -4.820
C  -1.376  -0.605  -4.436
N  -1.125  -0.558  -2.974
P  -0.629  -1.969  -2.146
C  -1.815  -3.228  -2.736
C  -2.951  -3.430  -1.951
C  -3.960  -4.291  -2.364
C  -3.831  -4.976  -3.565
C  -2.687  -4.811  -4.339
C  -1.683  -3.948  -3.924
C  0.933  -2.498  -2.936
C  1.413  -3.785  -2.672
C  2.637  -4.202  -3.175
C  3.399  -3.335  -3.953
C  2.933  -2.054  -4.215
C  1.708  -1.634  -3.703
P  -1.070  0.910  -2.069
C  -0.634  2.113  -3.370
C  0.724  2.278  -3.655
C  1.137  3.107  -4.689
C  0.192  3.788  -5.448
C  -1.159  3.634  -5.171
C  -1.572  2.799  -4.140
C  -2.822  1.278  -1.698
C  -3.786  0.270  -1.722
C  -5.075  0.509  -1.256
C  -5.410  1.758  -0.752
C  -4.455  2.769  -0.722
C  -3.170  2.528  -1.185
H  -0.417  0.579  -8.645
H  -1.211  -1.003  -8.646
H  -0.200  -0.506  -7.261
H  -2.558  -1.668  -6.693
H  -4.093  -0.816  -6.574
H  -3.329  -1.496  -4.343
H  -3.346  0.266  -4.453
H  -0.899  0.252  -4.916
H  -0.883  -1.496  -4.830
H  -3.041  -2.916  -0.999
H  -4.837  -4.435  -1.745
H  -4.613  -5.650  -3.891
H  -2.577  -5.358  -5.267
H  -0.791  -3.840  -4.531
H  0.812  -4.475  -2.085
H  2.994  -5.204  -2.970
H  4.349  -3.662  -4.357
H  3.521  -1.379  -4.826
H  1.360  -0.625  -3.893
H  1.463  1.739  -3.072
H  2.193  3.222  -4.900
H  0.510  4.434  -6.257
H  -1.899  4.152  -5.769
H  -2.631  2.682  -3.945
H  -3.532  -0.701  -2.132
H  -5.820  -0.278  -1.299
H  -6.410  1.945  -0.383
H  -4.711  3.744  -0.327
H  -2.432  3.322  -1.145
N  1.925  -2.718  0.806
C  3.166  -2.873  1.533
C  3.953  -4.007  1.345
C  5.127  -4.179  2.058
C  5.523  -3.215  2.979
C  4.750  -2.082  3.162
C  3.572  -1.888  2.437
P  2.546  -0.383  2.621
C  1.645  -0.675  4.181
C  1.120  0.413  4.872
C  0.324  0.221  5.993
C  0.042  -1.067  6.431
C  0.563  -2.162  5.749
C  1.365  -1.968  4.629
C  3.699  0.978  2.973
C  4.267  1.192  4.231
C  5.179  2.220  4.420
C  5.526  3.048  3.358
C  4.944  2.862  2.113
C  4.029  1.834  1.925
H  1.165  -3.220  1.260
H  2.013  -3.087  -0.137
H  3.629  -4.760  0.635
H  5.727  -5.067  1.904
H  6.434  -3.345  3.550
H  5.085  -1.327  3.860
H  1.330  1.418  4.535
H  -0.085  1.083  6.509
H  -0.574  -1.219  7.309
H  0.356  -3.167  6.095
H  1.780  -2.828  4.112
H  3.975  0.574  5.072
H  5.614  2.380  5.398
H  6.242  3.846  3.507
H  5.188  3.524  1.292
H  3.544  1.718  0.963
O  -2.836  -1.150  1.106
H  -2.664  -0.298  1.548
H  -3.308  -0.897  0.300
O  1.327  3.206  -0.266
H  1.015  3.954  -0.785
H  0.606  2.977  0.354
O  -0.690  -2.562  2.209
H  -0.702  -2.368  3.156
H  -1.601  -2.419  1.893
C  -1.619  4.327  7.402
C  -1.428  3.645  6.072
C  -0.417  4.026  5.203
C  -0.260  3.449  3.942
C  0.873  3.928  3.072
C  -1.155  2.448  3.543
Se  -1.130  1.730  1.764
C  -2.161  2.013  4.422
C  -3.102  0.890  4.068
C  -2.280  2.623  5.666
H  -0.735  4.896  7.687
H  -1.832  3.607  8.194
H  -2.461  5.021  7.359
H  0.280  4.802  5.509
H  1.663  4.367  3.684
H  0.535  4.694  2.368
H  1.307  3.122  2.482
H  -3.694  1.132  3.182
H  -3.787  0.689  4.892
H  -2.546  -0.028  3.854
H  -3.064  2.286  6.340
O  2.099  0.431  -1.089
H  3.018  0.153  -1.009
H  2.049  1.399  -0.919

Atomic partial charges in e from the Löwdin method, atoms 1 to 4:
1. Pb 1.036
2. C -0.411
3. S 0.813
4. C -0.477

Record 2
# C20H22Br2NO

A 2-piece molecular cluster, C20H22Br2NO overall in a non-equilibrium geometry (wB97M-V/def2-TZVPD, the Open Molecules 2025 dataset).

Max |F|   1.51 eV Å⁻¹
E_LUMO   -0.2191 Eh
Frontier orbital gap   4.8 eV
Total charge   +1
HOMO   -0.397 Eh
Electronic energy   -164711.3547 eV

Cartesian coordinates (Å):
C  0.288  0.730  2.524
N  1.729  0.752  2.876
C  2.424  -0.465  2.409
C  3.906  -0.430  2.773
O  4.530  0.744  2.281
C  3.911  1.921  2.772
C  2.432  1.962  2.406
H  -0.210  1.615  2.917
H  0.170  0.714  1.442
H  -0.196  -0.151  2.943
H  1.926  -1.338  2.842
H  2.299  -0.538  1.327
H  4.051  -0.455  3.857
H  4.456  -1.283  2.359
H  4.054  1.946  3.856
H  4.465  2.772  2.359
H  2.308  2.028  1.324
H  1.935  2.839  2.832
Br  3.521  1.595  -5.664
C  2.165  1.440  -4.355
C  1.891  2.496  -3.506
C  0.901  2.381  -2.552
C  0.154  1.193  -2.429
C  -0.874  1.070  -1.441
C  -1.697  -0.031  -1.320
C  -2.683  -0.204  -0.367
C  -3.498  -1.373  -0.240
C  -4.533  -1.439  0.715
C  -5.304  -2.576  0.846
C  -5.069  -3.671  0.036
Br  -6.115  -5.234  0.226
C  -4.065  -3.633  -0.912
C  -3.290  -2.503  -1.053
C  0.461  0.136  -3.307
C  1.452  0.262  -4.254
H  2.466  3.405  -3.609
H  0.688  3.206  -1.894
H  -1.013  1.886  -0.755
H  -1.579  -0.807  -2.048
H  -2.846  0.593  0.333
H  -4.721  -0.586  1.346
H  -6.100  -2.632  1.574
H  -3.900  -4.503  -1.529
H  -2.504  -2.491  -1.786
H  -0.075  -0.793  -3.233
H  1.692  -0.551  -4.924

Atomic partial charges in e from the Löwdin method, atoms 1 to 4:
1. C -0.088
2. N -0.213
3. C -0.175
4. C -0.188